# 1
Molecular formula: C2HClN2OS
Method: DFT, the ωB97M-V functional and the def2-TZVPD basis

```
8
C2HClN2OS the ωB97M-V functional and the def2-TZVPD basis
S -2.22594 -0.80394 -0.00653
C -0.64677 -0.09452 0.00707
N -0.28279 1.13919 0.00107
N 1.10671 1.14438 -0.01370
C 1.45251 -0.09306 -0.03246
Cl 3.00446 -0.73370 0.00536
O 0.41265 -0.94602 -0.01800
H -2.82082 0.38766 0.05719
```

The value obtained for the LUMO energy is 0.0198 Ha. The multiplicity is 1. The orbital gap is 10.05 eV.


# 2
Molecular formula: C2HClNO2
Method: DFT, the ωB97M-V functional and the def2-TZVPD basis

```
7
C2HClNO2 the ωB97M-V functional and the def2-TZVPD basis
C 0.34067 -0.57877 0.07587
C -0.10735 -1.73192 -0.52003
N 2.93770 0.11231 -0.02483
O -0.24042 -2.52361 -1.40953
O -0.36130 -1.70062 0.81665
Cl 2.94444 0.98312 -1.37387
H -0.16781 0.37277 0.09378
```

The value obtained for the LUMO energy (spin up / spin down) is 0.1395 / 0.1466 Ha. As for the charge: -1. The multiplicity is 1. The orbital gap (spin up / spin down) is 6.33 / 6.97 eV.


# 3
Molecular formula: C2HClNO2S
Method: DFT, the ωB97M-V functional and the def2-TZVPD basis

```
8
C2HClNO2S the ωB97M-V functional and the def2-TZVPD basis
C -0.87158 0.47059 0.26097
C 2.12982 0.03679 1.48565
N 0.17028 0.97303 0.28136
O 2.80104 0.96638 1.39183
O 1.63740 -1.00247 1.53349
S -2.32698 0.28116 -2.28046
Cl -1.67445 -1.63846 -2.86244
H -1.86552 -0.08702 0.18961
```

The value obtained for the LUMO energy is 0.1165 Ha. As for the charge: -1. The multiplicity is 1. The orbital gap is 6.41 eV.


# 4
Molecular formula: C2HErO3
Method: DFT, the ωB97M-V functional and the def2-TZVPD basis

```
7
C2HErO3 the ωB97M-V functional and the def2-TZVPD basis
O 1.41004 -1.30609 0.61910
H 1.09735 -2.19051 0.35346
O -0.59789 -0.46243 -0.36343
O -0.51497 0.99299 -0.46385
C 0.68581 -0.33918 0.24014
C 0.69755 1.07748 0.23780
Er -2.77789 2.22773 -0.62321
```

The value obtained for the LUMO energy (spin up / spin down) is -0.5390 / -0.6279 Ha. The expectation value of S² is 6.0128. As for the charge: +3. The multiplicity is 5. The orbital gap (spin up / spin down) is 9.89 / 5.14 eV.


# 5
Molecular formula: C2HF3N2
Method: DFT, the ωB97M-V functional and the def2-TZVPD basis

```
8
C2HF3N2 the ωB97M-V functional and the def2-TZVPD basis
N 1.33567 0.57351 -2.04288
F -0.63449 1.82678 0.86990
F 1.32243 1.57154 1.91296
F -0.33980 0.18174 2.35546
N 1.03940 0.31186 -0.97716
C 0.61250 -0.05086 0.26149
C 0.25300 0.91142 1.36118
H 0.64471 -1.09257 0.49248
```

The value obtained for the LUMO energy is 0.0026 Ha. The multiplicity is 1. The orbital gap is 9.54 eV.


# 6
Molecular formula: C2HF3O3S
Method: DFT, the ωB97M-V functional and the def2-TZVPD basis

```
10
C2HF3O3S the ωB97M-V functional and the def2-TZVPD basis
C 0.17171 -0.08320 0.43539
C 1.15726 1.03899 0.11595
O 3.06973 -0.40411 -1.28726
O 3.19843 -0.51843 1.15779
O 1.04757 -1.21439 -0.00488
F -0.07128 -0.18130 1.74386
F 1.29162 2.00991 1.01584
F 0.94118 1.60033 -1.08096
S 2.44557 -0.32914 -0.02279
H -0.76396 -0.11716 -0.12615
```

The value obtained for the LUMO energy (spin up / spin down) is 0.0269 / -0.1990 Ha. The expectation value of S² is 2.0065. The multiplicity is 3. The orbital gap (spin up / spin down) is 5.65 / 6.83 eV.


# 7
Molecular formula: C2HF3OS
Method: DFT, the ωB97M-V functional and the def2-TZVPD basis

```
8
C2HF3OS the ωB97M-V functional and the def2-TZVPD basis
O 2.53616 -1.03015 -0.01232
C 1.51731 -0.47596 0.23489
S 0.01775 -1.27020 -0.37466
C -1.11638 0.26491 -0.14062
F -1.01704 1.07869 -1.24116
F -0.77055 0.99152 0.92461
F -2.36188 -0.08146 -0.04098
H 1.19464 0.52264 0.65024
```

The value obtained for the LUMO energy is 0.0181 Ha. The multiplicity is 1. The orbital gap is 11.11 eV.


# 8
Molecular formula: C2HF3S2
Method: DFT, the ωB97M-V functional and the def2-TZVPD basis

```
8
C2HF3S2 the ωB97M-V functional and the def2-TZVPD basis
C -1.15872 0.67857 0.62006
C -0.73765 -0.48851 0.34572
F -0.46930 1.82082 0.72528
F -2.46739 0.90176 0.73231
F -1.49862 -1.53908 0.21968
S 2.66093 0.03609 -0.54234
S 1.38506 -1.40930 -0.18249
H 2.28568 -0.00035 -1.91821
```

The value obtained for the LUMO energy is -0.0381 Ha. The multiplicity is 1. The orbital gap is 8.64 eV.


# 9
Molecular formula: C2HF4IO
Method: DFT, the ωB97M-V functional and the def2-TZVPD basis

```
9
C2HF4IO the ωB97M-V functional and the def2-TZVPD basis
C -0.72613 -0.20093 -0.09835
C 0.47928 0.49575 0.39591
O -1.18361 0.29440 -1.26061
F -0.62619 -1.52144 -0.27838
F -1.66011 -0.00677 0.86905
F 0.34488 1.42093 1.27039
F 3.29470 -0.98778 0.95884
I 2.22844 0.37730 -0.48002
H -2.15127 0.12855 -1.37682
```

The value obtained for the LUMO energy (spin up / spin down) is -0.0518 / -0.0686 Ha. The multiplicity is 1. The orbital gap (spin up / spin down) is 8.40 / 7.88 eV.


# 10
Molecular formula: C2HF4IO
Method: DFT, the ωB97M-V functional and the def2-TZVPD basis

```
9
C2HF4IO the ωB97M-V functional and the def2-TZVPD basis
C 1.78575 -0.35045 0.75609
C -1.02662 0.11948 -1.47603
O 1.51615 0.46125 1.52976
F 0.87785 -1.23718 0.47259
F 2.81300 -0.62079 -0.03187
F -0.00922 0.96275 -1.08919
F -1.77165 0.76262 -2.28216
I -2.65073 0.20124 0.47734
H -1.53454 -0.29890 1.64346
```

The value obtained for the LUMO energy is -0.0027 Ha. The multiplicity is 1. The orbital gap is 8.92 eV.


# 11
Molecular formula: C2HF4NO
Method: DFT, the ωB97M-V functional and the def2-TZVPD basis

```
9
C2HF4NO the ωB97M-V functional and the def2-TZVPD basis
F 0.81211 1.51661 0.83534
C 0.33929 0.28674 0.63174
F 0.57333 -0.46048 1.69994
N -1.15558 0.50717 0.22136
O -0.97012 -0.35921 -0.91684
C 0.38399 -0.35607 -0.76488
F 1.10287 0.35815 -1.70526
F 0.84362 -1.60546 -0.77817
H -1.92950 0.11255 0.77676
```

The value obtained for the LUMO energy is 0.0328 Ha. The multiplicity is 1. The orbital gap is 11.41 eV.


# 12
Molecular formula: C2HF5P
Method: DFT, the ωB97M-V functional and the def2-TZVPD basis

```
9
C2HF5P the ωB97M-V functional and the def2-TZVPD basis
C 1.72752 -0.48709 -0.27381
C 1.62650 0.72662 0.14890
F 2.57454 1.66382 0.27052
F 0.38052 1.22680 0.54424
F -2.40071 0.61156 -0.99386
F -2.67569 -1.74766 -0.29528
F -1.98785 -0.08374 1.29846
P -1.57876 -0.51202 -0.14291
H 2.33393 -1.39828 -0.55626
```

The value obtained for the LUMO energy (spin up / spin down) is -0.3652 / -0.3846 Ha. As for the charge: +1. The multiplicity is 1. The orbital gap (spin up / spin down) is 7.06 / 6.24 eV.


Which energy above the lowest of the compared OMol25 structures with the same formula, charge and spin belongs to each record? In order, 4.2, 182.6, 0.0, 140.7, 24.5, 85.0, 15.3, 39.6, 78.3, 67.4, 49.2, 110.8 kcal/mol.